Formula: C8H14N2O3
Source: OMol25
Level of theory: the ωB97M-V functional and the def2-TZVPD basis

The largest force on an atom is 0.1064 Eh/bohr. The energy relative to the best compared isomer or geometry (same formula, charge and spin) comes out at 67.42 kcal/mol. The calculation puts the total energy at -648.4013 a.u. As for the spin multiplicity: 1. As for the frontier orbital gap: 10.3 eV. Its SMILES is C[C@H](NC(=O)[C@@H]1CCCN1)C(=O)O. Its LUMO energy is 0.46 eV.

Positions of all 27 atoms, in Å:
C  -2.251478  -0.871596  -2.037436
C  -0.760502  -1.060761  -2.177532
N  -0.124133  -1.721442  -1.035751
C  0.274518  -1.318372  0.225990
O  0.962112  -2.197223  0.786358
C  0.275013  0.000511  0.817424
C  1.608246  0.635876  1.171350
C  1.351397  1.618432  2.374930
C  -0.147901  1.296901  2.640665
N  -0.389762  -0.046160  2.085405
C  -0.231533  0.238427  -2.701994
O  -0.718231  0.586182  -3.790215
O  0.690412  0.878308  -2.025004
H  -2.542372  -0.593238  -3.076676
H  -2.825341  -1.620183  -1.485496
H  -2.468403  0.007220  -1.425741
H  -0.637893  -1.791021  -3.061568
H  -0.235829  -2.690358  -1.096396
H  -0.176543  0.777536  0.079858
H  2.187261  1.075531  0.300717
H  2.320741  -0.144780  1.512133
H  1.411982  2.663200  1.999993
H  1.953223  1.271530  3.244883
H  -0.519725  1.201498  3.677121
H  -0.752285  2.023217  2.203450
H  0.432494  -0.392383  2.538107
H  1.314532  0.173148  -1.744578

Cartesian forces, eV/Å:
C -0.91 1.43 -0.29
C -0.31 -2.18 -0.29
N -0.57 2.87 -0.40
C 3.43 -4.16 -0.92
O -1.39 1.00 0.50
C -1.34 4.17 -2.49
C 3.00 -0.15 -0.67
C -1.05 -0.70 -0.91
C -0.06 -0.70 1.48
N -0.13 0.82 0.44
C -2.10 -0.50 -3.94
O 1.54 0.28 2.84
O 1.57 0.16 -0.02
H -0.68 -0.63 0.97
H 0.35 -0.59 -0.81
H 0.21 0.33 -0.02
H 0.12 0.98 1.39
H 0.39 -1.57 0.13
H -0.08 -1.32 1.39
H -0.96 -0.06 0.89
H -0.58 0.11 -0.09
H 0.59 -0.61 0.94
H -0.10 1.04 -0.70
H 0.76 0.43 -0.16
H -1.18 1.17 -1.06
H -0.26 -2.24 1.37
H -0.25 0.63 0.42

Formula: C55H39BrCeN13O3
Source: OMol25
Level of theory: the ωB97M-V functional and the def2-TZVPD basis

The largest force on an atom is 0.0408 Eh/bohr. The energy relative to the best compared isomer or geometry (same formula, charge and spin) comes out at 0.00 kcal/mol. The calculation puts the total energy at -6106.1461 a.u. As for the spin multiplicity: 2. As for the frontier orbital gap (spin up / spin down): 5.0 / 5.1 eV. As for the expectation value of S²: 0.853. Its LUMO energy (spin up / spin down) is -1.18 / -1.18 eV.

Positions of all 112 atoms, in Å:
Ce  -14.560494  1.035498  16.871912
C  -18.328338  0.307793  22.375003
C  -17.510963  -0.776713  22.693669
C  -16.311993  -0.951090  21.987260
C  -15.941430  -0.006202  21.074280
C  -14.788865  0.146007  20.224660
N  -14.932058  1.231867  19.365598
C  -15.985453  1.931434  19.791089
N  -16.422635  3.112897  19.371368
C  -15.759039  3.770326  18.377152
C  -16.167043  5.128895  17.993523
C  -17.076580  6.019676  18.527683
C  -17.070407  7.319610  17.997587
C  -16.097515  7.697876  17.061518
C  -15.201918  6.784131  16.507624
C  -15.300128  5.519658  16.982441
C  -14.425032  4.365162  16.704613
N  -13.501456  4.320411  15.826948
C  -12.593593  3.332851  15.653335
N  -12.429553  2.333639  16.510749
C  -11.386016  1.532954  16.050045
N  -10.850104  0.521477  16.693131
C  -11.301901  -0.012828  17.798565
N  -12.616796  0.115159  18.289840
C  -12.682393  -0.509733  19.484021
N  -13.766765  -0.649411  20.276008
C  -11.395663  -1.069616  19.819139
C  -10.879004  -1.650221  20.967635
C  -9.545610  -1.962708  21.035214
C  -8.738983  -1.696941  19.915826
C  -9.208493  -1.143808  18.751815
C  -10.534312  -0.767899  18.739037
C  -10.919270  2.060995  14.773718
C  -9.864220  1.704474  13.920793
C  -9.729443  2.400001  12.744807
C  -10.569121  3.489637  12.459308
C  -11.512308  3.971562  13.352193
C  -11.705765  3.202749  14.501623
N  -14.760016  3.369378  17.655222
C  -16.736607  1.128973  20.836687
C  -17.951612  1.287538  21.457828
H  -19.297085  0.401397  22.854768
H  -17.831865  -1.455863  23.466020
H  -15.656445  -1.795491  22.205730
H  -17.799564  5.751528  19.311757
H  -17.744266  8.017982  18.424252
H  -16.040280  8.734966  16.772942
H  -14.477001  7.056719  15.732556
H  -11.534826  -1.853711  21.797096
H  -9.131972  -2.498366  21.889333
H  -7.676717  -1.953592  19.934663
H  -8.563400  -0.851980  17.948471
H  -9.197981  0.875978  14.131015
H  -8.925813  2.126950  12.059200
H  -10.358400  4.044157  11.555355
H  -12.076589  4.853762  13.185920
H  -18.514489  2.162536  21.278846
Br  -22.471829  -0.500307  22.962732
C  -22.532334  0.032774  21.155898
C  -23.374914  -0.635990  20.267319
C  -23.379842  -0.263380  18.950787
C  -22.546607  0.747251  18.494370
C  -21.741419  1.431145  19.369558
C  -21.675794  1.010184  20.695573
N  -22.737102  1.115438  17.124744
N  -21.856533  1.492533  16.357290
C  -20.402203  1.513469  16.497185
C  -19.900383  2.506194  15.741641
C  -18.520200  2.796914  15.567278
C  -17.583118  1.923749  16.033611
O  -16.316043  1.962040  15.695359
C  -18.051372  0.861830  16.913004
N  -17.078334  0.121812  17.473983
C  -17.413861  -0.870711  18.259729
C  -18.718563  -1.233560  18.565465
C  -19.727461  -0.483101  18.005929
C  -19.443321  0.607035  17.162564
H  -24.058542  -1.433277  20.581715
H  -23.931283  -0.760316  18.167364
H  -21.055840  2.177836  18.999634
H  -20.945778  1.442801  21.349332
H  -20.633908  3.097818  15.267300
H  -18.208738  3.580692  14.935389
H  -16.605467  -1.479890  18.707531
H  -18.951967  -2.081354  19.169244
H  -20.747156  -0.760709  18.183431
C  -13.160015  -0.172652  12.312306
C  -13.831344  0.547285  13.436649
C  -14.654895  1.705030  13.083275
O  -13.720799  0.140611  14.586667
H  -13.952670  -0.757973  11.802964
H  -12.392453  -0.842883  12.662874
H  -12.714409  0.547938  11.587600
H  -14.140927  2.410830  12.417539
H  -14.978637  2.213926  13.983494
H  -15.558629  1.307986  12.595825
N  -14.635352  -1.914080  16.725742
C  -13.613304  -2.403383  16.972703
N  -12.432171  -2.883781  17.140619
C  -11.461609  -2.764868  16.038604
C  -11.103785  -4.162618  15.555656
O  -10.566501  -4.939883  16.643863
C  -11.589994  -5.105466  17.629832
C  -11.994317  -3.745956  18.238010
H  -10.549886  -2.290280  16.386390
H  -11.939993  -2.167145  15.279563
H  -10.408310  -4.141106  14.720639
H  -11.957160  -4.731924  15.159133
H  -11.148921  -5.732411  18.388160
H  -12.459539  -5.580179  17.232100
H  -11.163851  -3.254020  18.666864
H  -12.772365  -3.850700  19.002015

Cartesian forces, eV/Å:
Ce 0.16 -0.73 0.68
C -0.36 0.07 0.20
C 0.11 0.50 -0.87
C 0.04 -0.84 1.14
C -1.00 1.31 0.09
C 1.08 -0.29 -1.38
N 0.30 -0.38 0.69
C -1.35 0.13 0.22
N 0.52 -0.20 -0.51
C -1.58 0.16 1.33
C -0.06 0.36 0.38
C -0.58 0.32 -0.13
C 1.14 -1.07 0.10
C -0.40 0.25 0.00
C -0.37 1.23 -0.39
C 0.72 -1.27 -0.18
C -0.52 -0.44 1.60
N 0.22 0.72 -1.07
C -0.37 -0.10 -0.24
N 0.70 -1.08 -0.30
C -0.57 0.72 -0.27
N 0.74 -0.25 -0.11
C -1.67 0.36 0.36
N 0.60 -0.22 0.32
C 0.12 0.43 -1.02
N -0.06 -0.16 0.32
C 0.87 0.52 -0.33
C -0.70 -0.17 0.44
C 0.36 -0.40 -0.55
C 1.25 -0.69 0.15
C -0.09 0.60 0.49
C -0.74 -0.28 0.23
C 0.21 0.21 0.29
C -0.42 -0.44 0.09
C 0.08 0.07 -0.02
C 0.33 0.73 -0.20
C 0.55 -1.35 0.09
C 0.04 -0.09 0.70
N 1.21 -0.42 -1.34
C 0.87 -0.02 -0.53
C 0.83 -0.59 0.26
H 0.10 -0.02 0.14
H 0.05 -0.24 -0.02
H -0.16 0.19 -0.11
H 0.53 -0.02 -0.40
H -0.46 0.74 0.08
H -0.09 0.17 -0.16
H -0.27 -0.09 0.44
H -0.16 -0.03 0.21
H -0.08 0.37 -0.12
H -0.29 -0.01 0.23
H 0.32 -0.12 -0.35
H -0.12 0.02 0.21
H -0.30 0.15 0.07
H -0.16 0.05 -0.13
H -0.41 0.64 -0.24
H -0.76 0.72 -0.19
Br 0.01 -0.02 0.16
C 0.00 -0.46 -0.41
C -0.59 -0.46 0.52
C 0.38 0.05 -0.74
C -0.28 0.19 -0.42
C 0.71 -0.26 0.33
C -0.21 0.35 -0.19
N -0.14 -0.02 0.46
N 0.80 -0.12 -0.47
C -0.20 -1.58 1.37
C 1.53 0.70 -0.13
C -1.15 -0.82 0.18
C 0.24 -0.37 -0.01
O -0.42 -0.06 0.34
C -0.80 0.07 0.06
N 0.20 -0.06 -0.17
C 0.94 -1.18 0.90
C -0.45 0.87 -0.82
C 0.01 -0.08 -0.28
C 0.09 0.95 -0.44
H 0.46 0.35 0.13
H -0.48 -0.19 0.26
H -0.01 0.22 0.06
H 0.09 0.27 0.32
H -0.56 0.73 -0.66
H 0.23 0.87 -0.61
H -0.29 0.54 -0.43
H 0.07 -0.37 0.39
H -0.26 -0.09 0.09
C -0.11 0.27 -0.78
C 0.83 -0.50 0.00
C -0.61 0.74 -0.03
O -0.06 0.08 0.05
H 0.44 0.28 0.05
H 0.17 -0.23 0.20
H -0.43 -0.51 0.46
H -0.12 -0.36 0.04
H -0.16 0.19 -0.04
H 0.17 0.24 -0.09
N -0.39 0.44 0.12
C -0.75 0.36 -0.10
N 1.23 -0.41 0.04
C -0.25 -0.81 -0.01
C -0.19 -0.70 0.09
O -0.67 0.50 -0.45
C 1.05 1.09 0.64
C -0.78 -0.99 -0.70
H 0.02 0.28 0.17
H 0.08 0.25 -0.41
H 0.51 0.12 0.28
H -0.29 0.39 0.13
H 0.05 -0.23 0.33
H -0.70 -0.50 -0.56
H 1.06 0.23 0.63
H 0.04 0.05 -0.27

> The highest energy relative to the best compared isomer or geometry (same formula, charge and spin) belongs to which entry?

C8H14N2O3

> What is the formula in the second record?

C55H39BrCeN13O3